{"formula": "C5H10O3", "method": "ωB97M-V/def2-TZVPD", "species": ["O", "O", "O", "C", "C", "C", "C", "C", "H", "H", "H", "H", "H", "H", "H", "H", "H", "H"], "coordinates": [[1.820, 2.490, -0.072], [1.072, 0.636, 1.014], [-2.876, 0.134, -0.968], [-1.988, 0.598, 0.022], [0.444, -0.193, 0.006], [1.268, -1.441, -0.265], [-0.977, -0.457, 0.484], [2.047, 1.443, 0.507], [-1.445, 1.486, -0.298], [-2.418, 0.054, -1.802], [-1.300, -1.447, 0.187], [0.647, -2.200, -0.719], [2.083, -1.204, -0.943], [-0.947, -0.447, 1.569], [0.389, 0.393, -0.910], [1.713, -1.826, 0.644], [-2.604, 0.886, 0.862], [3.070, 1.095, 0.683]], "nbo_charge": [-0.535, -0.557, -0.712, -0.059, 0.102, -0.638, -0.456, 0.656, 0.167, 0.462, 0.219, 0.219, 0.210, 0.226, 0.176, 0.222, 0.181, 0.116], "smiles": "C[C@@H](CCO)OC=O", "homo_lumo_gap_ev": 11.218, "lumo_ev": 0.83, "charge": 0, "relative_energy_ev": 1.419, "total_energy_ev": -11488.76809}

=====

{"formula": "C26H62FN4O7S", "method": "ωB97M-V/def2-TZVPD", "species": ["S", "F", "O", "O", "O", "O", "O", "O", "O", "N", "N", "N", "N", "C", "C", "C", "C", "C", "C", "C", "C", "C", "C", "C", "C", "C", "C", "C", "C", "C", "C", "C", "C", "C", "C", "C", "C", "C", "C", "H", "H", "H", "H", "H", "H", "H", "H", "H", "H", "H", "H", "H", "H", "H", "H", "H", "H", "H", "H", "H", "H", "H", "H", "H", "H", "H", "H", "H", "H", "H", "H", "H", "H", "H", "H", "H", "H", "H", "H", "H", "H", "H", "H", "H", "H", "H", "H", "H", "H", "H", "H", "H", "H", "H", "H", "H", "H", "H", "H", "H", "H"], "coordinates": [[0.851, 0.869, 0.695], [2.813, -0.361, -0.261], [-1.071, 9.044, -0.584], [0.580, 4.894, 0.241], [-0.239, 0.746, -0.427], [1.786, 2.048, 0.217], [2.013, -2.978, -2.912], [5.725, -5.047, -4.516], [-4.262, 1.356, 2.919], [2.646, -4.912, -5.125], [1.915, -0.544, 0.773], [2.077, -1.118, 3.257], [1.101, 7.093, -1.742], [1.936, -5.216, -3.880], [-4.711, -0.044, 2.998], [0.318, 9.332, -0.753], [-5.315, 2.305, 3.312], [-0.401, -3.564, 1.853], [2.009, -1.818, -3.735], [1.855, 5.190, -0.341], [5.368, -4.045, -3.574], [4.825, -6.156, -4.569], [2.776, -0.557, 2.039], [-6.410, -1.736, 1.634], [3.622, -5.939, -5.509], [-3.152, -3.553, 1.796], [2.727, -0.422, 4.452], [-5.223, -0.591, 1.506], [-4.576, -3.528, 2.626], [-1.815, -3.636, 2.742], [-1.343, 7.916, 0.237], [-5.852, -3.281, 1.592], [0.172, 1.400, 2.361], [-0.251, -2.037, 1.188], [-0.257, 4.127, -0.616], [1.218, -1.854, 0.485], [1.131, -4.003, -3.384], [0.982, 8.547, -1.902], [1.973, 6.695, -0.633], [1.977, 8.965, -2.096], [-3.017, -2.671, 1.037], [3.057, 0.559, 2.285], [0.441, -3.636, -4.154], [-5.549, 3.014, 2.387], [0.858, 9.235, 0.195], [-7.122, -1.559, 0.697], [0.254, 3.226, -0.962], [2.480, -2.027, -4.701], [-1.424, 7.017, -0.379], [3.900, -0.531, 4.278], [-4.590, -2.810, 3.549], [0.390, 8.712, -2.809], [-1.144, 3.828, -0.049], [2.054, 4.589, -1.236], [5.408, -6.989, -4.980], [-5.682, 0.370, 0.967], [-2.316, 8.069, 0.712], [4.753, -3.281, -4.056], [0.896, 2.194, 2.872], [2.440, 0.712, 4.417], [1.715, 7.232, 0.284], [-1.055, -1.948, 0.328], [2.504, -0.954, 5.476], [-1.744, -2.797, 3.568], [2.608, 4.924, 0.408], [-1.868, -4.672, 3.334], [-5.493, -3.628, 0.509], [-0.595, 7.777, 1.022], [1.131, -2.085, -0.683], [2.634, -5.496, -3.085], [-4.724, -4.635, 3.042], [3.098, -6.891, -5.650], [-6.724, -4.023, 1.922], [0.993, -1.446, -3.886], [-6.292, 1.810, 3.734], [-0.336, -4.418, 1.056], [0.463, -3.632, 2.673], [-3.785, -0.706, 3.336], [3.141, -4.026, -5.019], [3.012, 6.931, -0.890], [-7.087, -1.508, 2.591], [-3.181, -4.550, 1.140], [-4.316, -0.932, 0.820], [3.711, -1.235, 1.790], [-4.863, 2.949, 4.209], [1.252, -6.055, -4.051], [2.430, -2.116, 3.331], [4.526, -6.469, -3.563], [-0.477, -1.297, 2.071], [0.529, -4.315, -2.526], [0.024, 0.537, 3.138], [-0.887, 1.898, 2.189], [-0.586, 4.724, -1.472], [4.011, -5.646, -6.491], [4.856, -4.453, -2.698], [-5.563, -0.246, 3.776], [1.916, -2.725, 0.906], [0.368, 10.394, -1.018], [0.168, 6.712, -1.584], [2.594, -1.041, -3.234], [6.285, -3.553, -3.238]], "lowdin_charge": [0.868, 0.061, -0.179, -0.208, -0.300, -0.332, -0.233, -0.176, -0.279, -0.055, -0.312, -0.118, -0.057, -0.205, -0.227, -0.214, -0.122, -0.184, -0.104, -0.211, -0.106, -0.213, -0.151, -0.210, -0.190, -0.225, -0.112, -0.163, -0.207, -0.210, -0.103, -0.208, -0.109, -0.176, -0.121, -0.105, -0.202, -0.193, -0.204, 0.117, 0.083, 0.159, 0.126, 0.108, 0.108, 0.115, 0.049, 0.084, 0.068, 0.112, 0.103, 0.119, 0.090, 0.124, 0.123, 0.122, 0.089, 0.068, 0.121, 0.097, 0.100, 0.125, 0.120, 0.112, 0.114, 0.129, 0.121, 0.087, 0.167, 0.098, 0.120, 0.119, 0.117, 0.091, 0.101, 0.124, 0.108, 0.110, 0.070, 0.123, 0.122, 0.132, 0.105, 0.189, 0.106, 0.125, 0.122, 0.107, 0.098, 0.111, 0.078, 0.127, 0.084, 0.121, 0.084, 0.120, 0.162, 0.121, 0.069, 0.084, 0.089], "homo_lumo_gap_ev": 5.921, "lumo_ev": -4.13, "charge": 1, "total_energy_ev": -61791.38896}

=====

{"formula": "C4BrF12O12S4V", "method": "ωB97M-V/def2-TZVPD", "species": ["Br", "V", "S", "S", "S", "S", "F", "F", "F", "F", "F", "F", "F", "F", "F", "F", "F", "F", "O", "O", "O", "O", "O", "O", "O", "O", "O", "O", "O", "O", "C", "C", "C", "C"], "coordinates": [[-0.349, -1.488, -2.729], [-0.092, -0.503, -0.352], [0.020, -3.189, 1.947], [-0.092, 2.164, 0.561], [-3.615, -0.351, -0.202], [3.395, -0.633, -1.150], [1.231, 4.398, 0.048], [4.816, 0.169, -3.222], [-0.016, -1.208, 3.711], [-5.028, 0.833, -2.089], [-1.965, -1.756, 2.916], [2.408, 2.605, -0.113], [1.883, 3.358, 1.831], [2.712, -0.142, -3.664], [-0.998, -3.016, 4.398], [-2.888, 1.017, -2.355], [-3.908, 2.194, -0.853], [3.333, 1.619, -2.569], [0.263, 1.007, 1.381], [-2.213, -0.187, 0.148], [3.671, -1.988, -1.545], [1.206, -3.742, 2.555], [0.265, -2.128, 0.991], [2.024, -0.361, -0.762], [-1.077, 3.076, 1.051], [-0.272, 1.675, -0.808], [-0.985, -4.149, 1.574], [4.415, -0.005, -0.348], [-3.969, -1.547, -0.904], [-4.526, 0.052, 0.842], [-0.783, -2.240, 3.305], [-3.859, 0.996, -1.436], [1.445, 3.174, 0.564], [3.548, 0.297, -2.722]], "nbo_charge": [-0.707, 1.161, 2.390, 2.350, 2.390, 2.396, -0.341, -0.358, -0.326, -0.351, -0.311, -0.292, -0.339, -0.312, -0.352, -0.310, -0.328, -0.335, -0.964, -0.998, -0.972, -0.985, -1.000, -0.988, -0.951, -0.961, -0.974, -0.992, -0.963, -0.997, 0.676, 0.677, 0.697, 0.673], "homo_lumo_gap_ev": [5.956, 7.064], "lumo_ev": [6.75, 6.74], "charge": -3, "spin_multiplicity": 4, "relative_energy_ev": 0.000, "total_energy_ev": -200404.90675}

=====

{"formula": "H80O40", "method": "ωB97M-V/def2-TZVPD", "species": ["O", "O", "O", "O", "O", "O", "O", "O", "O", "O", "O", "O", "O", "O", "O", "O", "O", "O", "O", "O", "O", "O", "O", "O", "O", "O", "O", "O", "O", "O", "O", "O", "O", "O", "O", "O", "O", "O", "O", "O", "H", "H", "H", "H", "H", "H", "H", "H", "H", "H", "H", "H", "H", "H", "H", "H", "H", "H", "H", "H", "H", "H", "H", "H", "H", "H", "H", "H", "H", "H", "H", "H", "H", "H", "H", "H", "H", "H", "H", "H", "H", "H", "H", "H", "H", "H", "H", "H", "H", "H", "H", "H", "H", "H", "H", "H", "H", "H", "H", "H", "H", "H", "H", "H", "H", "H", "H", "H", "H", "H", "H", "H", "H", "H", "H", "H", "H", "H", "H", "H"], "coordinates": [[1.571, 5.905, -0.297], [0.213, 2.273, 0.009], [1.424, 0.516, 4.610], [2.310, 0.069, -4.183], [-1.221, -3.383, 0.572], [-2.808, 2.631, 0.324], [-0.354, 0.649, -4.659], [-1.543, 3.593, -1.550], [-3.006, -0.844, 0.068], [0.683, -1.743, -1.983], [-0.655, 2.364, 5.832], [6.298, -0.888, -1.000], [-2.712, -0.956, -5.479], [0.950, -4.508, -3.045], [-0.638, 0.539, 1.546], [-0.189, -4.125, 2.724], [-5.336, -2.449, -0.379], [3.381, 1.910, -0.736], [-1.152, 3.086, 2.413], [3.724, 3.773, -3.720], [-0.012, 4.471, -4.456], [1.339, -1.165, 1.028], [5.309, 3.660, 2.349], [-3.340, -4.924, -0.199], [-3.275, 1.443, 4.465], [5.662, -0.703, 1.834], [0.954, 2.272, -2.741], [-1.014, 0.767, -1.654], [-3.042, -2.066, 2.340], [-4.502, 1.926, -1.898], [-1.169, -0.808, 3.681], [3.167, 0.070, 2.186], [-4.777, 1.088, 1.785], [-1.727, -0.195, 6.709], [-3.602, -3.118, -3.378], [2.836, -4.299, 3.325], [1.868, 3.867, 1.275], [1.779, -4.294, -0.238], [-0.674, -2.578, -4.049], [3.818, -3.610, -3.440], [1.243, -3.650, -2.903], [5.481, -1.339, -1.205], [-4.476, 2.173, -2.868], [-1.464, 0.106, -2.161], [3.013, -3.130, -3.627], [-0.957, 2.485, 1.722], [6.059, -1.556, 1.754], [-1.241, -0.126, 5.865], [2.755, -4.297, 4.274], [-0.335, 1.190, -2.114], [-1.396, -1.324, 2.912], [-6.153, -2.765, -0.800], [-3.863, -1.054, 0.531], [-3.091, -1.478, -0.698], [-2.722, -2.454, 1.502], [-0.887, 3.122, 5.333], [0.043, 0.434, 2.212], [-1.517, -2.985, -4.193], [0.300, -0.017, -4.269], [-1.859, -0.125, 3.524], [2.288, -1.168, 1.430], [-3.589, 2.765, 0.835], [-3.931, -2.860, -4.272], [1.914, 0.077, -3.303], [0.061, 1.499, -4.544], [0.733, -4.396, 2.987], [-3.752, -2.267, -2.967], [1.633, -4.091, 0.682], [-0.355, 1.613, 0.522], [1.848, 6.156, 0.579], [-3.446, 2.200, 5.027], [4.318, 3.633, 2.503], [0.150, -2.203, -2.637], [-2.944, 1.681, 0.049], [3.579, -3.773, 2.991], [0.503, -4.929, -2.355], [-0.471, 2.675, -0.538], [-0.461, -2.467, -5.029], [-0.835, -0.316, 1.153], [6.406, -0.152, 2.046], [1.211, -0.030, 3.866], [-1.526, 4.581, -1.305], [3.189, -0.241, -4.280], [-3.289, -2.814, 2.895], [1.494, -1.308, 0.079], [0.518, 0.630, 4.965], [-0.799, 5.013, -4.660], [2.598, 1.749, -1.400], [3.125, 3.218, -3.294], [-2.434, 3.041, -1.444], [-0.520, -3.704, 1.151], [-0.390, 3.604, -4.319], [5.417, 3.159, 1.510], [-3.220, 1.816, 3.549], [-4.940, -3.289, -0.033], [0.153, 2.646, 6.309], [-2.456, -4.511, -0.048], [2.180, 3.417, 0.513], [0.415, 2.965, -2.322], [4.077, 4.176, -2.949], [1.188, 3.243, 1.590], [2.908, 0.202, 3.044], [-0.848, -3.091, -0.249], [2.992, 1.377, -0.036], [-0.460, -4.119, 3.654], [2.306, -5.073, -0.167], [4.133, -0.126, 2.283], [0.965, 2.784, -3.603], [1.435, 5.030, -0.666], [-1.917, -0.549, -5.109], [-4.493, 1.893, 2.222], [-4.355, 2.740, -1.379], [0.049, -1.388, -1.346], [-2.588, -0.399, 6.382], [5.930, -0.641, -0.134], [-1.231, 4.005, 2.413], [-5.567, 0.709, 2.175], [3.702, -4.157, -2.626], [-2.923, -0.382, -6.292], [-3.260, -5.202, -1.102]], "lowdin_charge": [-0.073, -0.120, -0.045, -0.029, -0.054, -0.067, -0.063, -0.142, -0.087, -0.050, -0.043, -0.055, -0.096, -0.008, -0.043, -0.050, -0.072, -0.084, -0.017, -0.004, -0.035, -0.089, -0.104, -0.064, -0.049, -0.010, -0.080, -0.016, -0.065, -0.075, -0.070, -0.026, -0.026, -0.063, -0.059, -0.039, -0.070, -0.019, -0.058, -0.059, -0.053, 0.020, 0.077, 0.035, 0.001, -0.038, 0.065, -0.008, 0.048, -0.043, -0.009, 0.054, 0.036, 0.053, 0.013, 0.010, 0.052, 0.016, 0.048, 0.045, 0.054, 0.023, 0.056, 0.016, 0.001, 0.050, 0.022, 0.004, -0.013, 0.028, 0.045, 0.048, -0.027, 0.068, 0.055, 0.009, -0.028, 0.121, 0.048, 0.082, -0.014, 0.121, 0.041, 0.071, 0.017, 0.016, 0.071, 0.060, -0.046, 0.081, 0.000, 0.000, 0.033, 0.026, 0.039, 0.073, 0.004, -0.028, 0.040, 0.026, 0.025, -0.019, 0.035, 0.002, 0.078, 0.039, 0.033, 0.064, 0.012, -0.021, 0.013, 0.022, 0.023, 0.005, -0.009, 0.027, 0.064, 0.050, 0.092, 0.022], "homo_lumo_gap_ev": 9.147, "lumo_ev": -0.59, "charge": 0, "relative_energy_ev": 9.620, "total_energy_ev": -83196.19571}

=====

{"formula": "C3H3IO2", "method": "ωB97M-V/def2-TZVPD", "species": ["I", "O", "O", "C", "C", "C", "H", "H", "H"], "coordinates": [[2.507, -0.928, -0.172], [0.045, 2.379, -0.167], [0.913, 1.437, -0.339], [-1.427, -0.318, -0.227], [0.884, 0.382, 0.336], [-1.022, -1.452, -0.404], [-1.526, 0.734, -0.384], [-0.879, -2.508, -0.025], [0.505, 0.275, 1.381]], "nbo_charge": [0.173, -0.457, -0.129, -0.233, 0.138, -0.241, 0.266, 0.261, 0.222], "homo_lumo_gap_ev": [8.657, 8.663], "lumo_ev": [-0.66, -0.65], "charge": 0, "relative_energy_ev": 7.459, "total_energy_ev": -15347.07738}

=====

{"formula": "C25H29LuN4PS3", "method": "ωB97M-V/def2-TZVPD", "species": ["Lu", "S", "S", "S", "P", "N", "N", "N", "N", "C", "C", "C", "C", "C", "C", "C", "C", "C", "C", "C", "C", "C", "C", "C", "C", "C", "C", "C", "C", "C", "C", "C", "C", "C", "H", "H", "H", "H", "H", "H", "H", "H", "H", "H", "H", "H", "H", "H", "H", "H", "H", "H", "H", "H", "H", "H", "H", "H", "H", "H", "H", "H", "H"], "coordinates": [[0.313, 0.851, -0.133], [1.376, 1.742, -2.389], [2.232, 1.982, 1.278], [0.276, 4.299, 1.615], [0.101, -1.328, 1.473], [2.693, 4.337, 2.387], [0.196, -1.206, -1.443], [1.839, 0.512, -4.675], [-0.348, 1.146, -4.375], [-0.714, -5.069, 0.051], [1.634, 0.054, -6.065], [-0.184, -2.756, 0.434], [-0.704, 0.837, -5.775], [-0.736, -2.353, 5.309], [0.901, 1.058, -3.927], [1.819, 3.569, 1.794], [0.891, 5.922, 2.192], [-0.892, -1.956, 3.992], [0.240, -1.751, 3.198], [-3.515, 0.256, 0.199], [-2.472, -0.650, 0.399], [-0.141, -2.548, -0.940], [-1.434, -0.347, 1.284], [0.173, -0.299, -6.262], [-1.450, 0.905, 1.945], [-2.491, 1.803, 1.736], [1.519, -1.947, 3.723], [-0.463, -4.026, 0.931], [-0.400, -3.582, -1.822], [0.538, -2.556, 5.828], [-0.690, -4.845, -1.319], [2.226, 5.639, 2.894], [-3.525, 1.476, 0.859], [1.663, -2.355, 5.039], [-1.606, -2.513, 5.930], [-0.372, -1.009, -2.268], [-4.329, -0.004, -0.464], [1.953, 0.853, -6.736], [-0.666, 1.142, 2.664], [-0.021, -0.489, -7.316], [-0.555, 1.738, -6.374], [-2.480, -1.603, -0.116], [2.121, 5.575, 3.977], [-0.960, 1.746, -3.844], [-0.932, -6.056, 0.435], [-2.505, 2.742, 2.273], [0.652, -2.873, 6.855], [-0.888, -5.658, -2.004], [2.969, 6.396, 2.650], [1.006, 6.574, 1.330], [2.774, 0.513, -4.293], [-4.341, 2.169, 0.706], [-0.484, -4.198, 2.000], [2.401, -1.786, 3.115], [-1.761, 0.582, -5.801], [1.153, -1.230, -1.803], [-0.067, -1.217, -5.720], [2.284, -0.804, -6.222], [2.650, -2.515, 5.449], [-0.366, -3.415, -2.891], [3.632, 4.001, 2.566], [-1.890, -1.815, 3.593], [0.159, 6.344, 2.875]], "nbo_charge": [1.656, -0.311, -0.214, 0.366, 0.843, -0.495, -0.931, -0.538, -0.566, -0.170, -0.227, -0.405, -0.227, -0.179, 0.392, 0.012, -0.516, -0.221, -0.328, -0.152, -0.211, 0.124, -0.427, -0.433, -0.355, -0.100, -0.200, -0.148, -0.218, -0.143, -0.144, -0.234, -0.186, -0.190, 0.246, 0.412, 0.257, 0.233, 0.269, 0.273, 0.228, 0.255, 0.242, 0.426, 0.256, 0.244, 0.249, 0.253, 0.259, 0.258, 0.440, 0.260, 0.247, 0.227, 0.241, 0.421, 0.214, 0.245, 0.247, 0.229, 0.451, 0.222, 0.274], "homo_lumo_gap_ev": 7.511, "lumo_ev": -8.97, "charge": 3, "relative_energy_ev": 0.000, "total_energy_ev": -107750.76221}

=====

Q: Which formula does entry 3 have?
A: C4BrF12O12S4V